Record 1
The following is a quantum chemistry calculation of 9 unconnected molecules or ions with the total composition C46H51ClN4O10 at a distorted geometry, from the OMol25 dataset.

XYZ file:
```
112
Properties=species:S:1:pos:R:3:lowdin_charge:R:1
H -4.45842 -2.80154 3.71995 0.035
O 1.20058 -3.27054 -2.57705 0.109
H -8.10442 0.02746 -0.55205 0.100
C 1.75258 0.76346 -1.62205 -0.008
H -0.84042 -1.47454 1.25995 0.018
H 2.62558 1.15246 5.50695 0.111
H -5.67942 1.36046 0.33095 -0.119
H 1.45158 3.17546 -2.73205 -0.001
C -3.59142 3.58746 0.34995 0.033
H 1.94658 0.29046 -4.35805 0.049
H -1.79142 0.00746 1.61795 0.019
H 1.48458 -1.33054 -0.73405 0.183
C 1.70658 4.21746 -6.54405 -0.078
H -6.79942 -2.20554 3.27695 0.137
H -3.31242 -2.37854 0.47795 0.099
C 0.27858 -4.08754 -2.17205 -0.412
H 1.03658 6.58846 -4.41105 0.069
O -1.03042 3.68346 3.13195 -0.024
C 3.42958 1.18246 4.78095 0.016
C 0.36658 -5.52154 -2.30805 0.082
O 4.25058 3.14646 1.75095 0.050
H 0.66158 2.25846 -6.81605 0.116
C -2.05242 3.37246 2.37895 -0.424
C 2.32958 -1.24454 -5.88405 -0.049
H -1.31342 -0.69954 2.84295 0.114
C -6.37442 -2.09454 2.23195 -0.030
H 6.54358 1.85146 2.44095 0.099
C 3.36458 -1.65254 -6.73705 -0.132
C 0.68158 3.18946 -6.17405 -0.073
H -4.72942 -1.03054 -1.18805 0.047
H 3.28258 -2.60754 -7.22505 0.097
H 2.20458 0.61846 -2.51505 0.061
H 2.33258 2.52646 3.57195 0.096
C 3.72158 0.68946 -5.32505 -0.096
C 1.54458 -2.26054 4.50995 -0.009
H 2.14258 3.95346 -7.47005 0.074
C 1.86458 3.28846 -1.83705 0.067
H 3.82258 1.64746 -4.86205 0.087
C 1.40558 -0.10154 -0.59405 0.032
N 0.01058 3.45046 -5.01505 0.050
H -3.82442 4.35646 -0.45905 0.114
H -2.29742 1.71546 3.37795 0.094
C 0.20758 -2.46854 5.05195 0.007
H -4.48642 0.87746 2.06995 0.102
H -2.46642 -3.84754 -0.19705 0.079
C -0.57942 -3.48954 3.02495 0.047
C -3.90342 1.74946 1.85095 -0.029
C -0.84842 -3.13654 4.39095 -0.382
H 3.51258 -1.96354 3.35995 0.138
H 3.65958 3.80446 1.70995 -0.033
H 1.08958 -6.01554 -3.05205 0.121
H -1.82542 4.91446 0.95595 0.096
C -7.03142 -1.33654 1.26195 -0.035
C -1.75942 -5.86654 -0.98805 -0.375
H -2.70742 -7.54354 -0.82505 0.169
C 3.25558 1.98646 3.60295 -0.019
C 1.91758 5.38846 -5.88605 -0.074
H 1.97758 -3.65954 -2.66805 0.042
H 1.35058 4.10646 -1.22305 0.111
H 2.38958 -2.06154 5.20495 0.119
C 4.64758 0.48846 5.02495 -0.340
C -0.81242 -6.38754 -1.73805 -0.002
H -0.92042 -7.34154 -1.97505 0.054
O -5.49042 2.06946 0.05095 0.152
H 1.43658 -1.84754 -5.75705 0.098
O 5.01958 -0.10554 6.22695 0.108
H 1.00858 -0.38254 2.32795 0.064
H -0.98642 -2.68554 -1.09505 0.075
C -1.69642 -4.44454 -0.73305 0.051
H -1.39442 -3.93354 2.34895 0.123
C 2.55058 -0.05754 -5.13205 -0.071
O -2.83942 -6.55454 -0.50305 0.022
H 6.58058 0.10846 4.26095 0.100
C -5.12242 -1.36854 -0.36405 0.056
N 1.46258 2.01046 -1.10505 -0.094
O -7.17042 0.00946 -0.73505 0.027
H -8.06642 -0.89254 1.54595 0.139
C 4.60358 0.37046 -6.33605 -0.147
C -6.45442 -0.91754 -0.00605 -0.291
H 0.24258 1.24246 2.35395 0.155
C -0.66642 -3.62254 -1.36805 -0.027
C -5.03942 -2.47054 1.95395 -0.323
H -0.43342 4.80246 -3.81705 -0.020
H -0.01242 -2.05354 5.97795 0.084
O 3.06058 -2.45754 2.59295 0.047
C 0.37558 0.22046 1.79095 -0.137
O -2.01642 -3.20254 4.94695 0.096
C 4.30958 2.25246 2.78095 -0.330
N 0.76958 0.63246 0.46395 0.000
C 1.88258 -2.65754 3.20395 -0.384
H 5.52158 0.37446 6.62195 -0.064
H -0.29242 4.11246 2.58195 -0.082
C 0.12558 4.62146 -4.43705 -0.156
H 0.55658 2.79646 0.68195 0.129
C -2.42142 4.03046 1.22795 -0.012
O -4.29142 -3.10654 2.89595 0.060
N 4.41458 -0.81854 -6.93905 0.035
C -4.42142 -2.14854 0.70595 0.030
H 3.07958 3.41346 -1.68405 0.172
H 5.59558 0.93746 -6.48605 0.134
H 0.95958 -3.56054 1.54795 0.042
C 5.58458 1.58846 2.89795 0.077
H 2.60858 6.16046 -6.23305 0.111
C -0.95542 -0.59154 1.76595 -0.044
C 0.78658 -3.13954 2.42395 0.007
H -2.32542 -2.54754 5.48995 0.076
C -2.78442 2.14346 2.54995 -0.040
C -4.39842 2.45846 0.72695 -0.297
C 0.91358 1.97246 0.04095 -0.014
C 5.66258 0.66346 4.16095 0.002
Cl 1.27958 5.36246 2.02995 -0.340
C 0.97758 5.67646 -4.85005 0.006
```

Calculated values
LUMO level (eV): 0.157
Electronic energy (eV): -87470.7912
F_max (Eh/bohr): 0.33970
Kohn-Sham gap (eV): 7.728

Record 2
The following is a quantum chemistry calculation of a molecular structure, C46H52N6O5W at a distorted geometry, from the OMol25 dataset.

XYZ file:
```
110
Properties=species:S:1:pos:R:3:lowdin_spin:R:1
H 9.91287 -14.77551 -14.06505 0.000
C -1.00688 -11.78449 -18.11794 0.008
H 6.35400 -9.72476 -12.38026 0.000
H 0.15070 -20.89898 -18.70553 0.000
C 5.78518 -11.30062 -18.29615 0.000
W 2.83855 -14.27648 -16.30163 1.485
O 2.77047 -14.41426 -18.45694 0.029
C 0.91316 -11.89536 -16.72366 0.010
C 6.64131 -13.64793 -14.29617 0.010
H 3.69548 -16.52809 -21.31970 0.000
C 3.37776 -12.65420 -13.26128 0.018
H 8.08886 -16.02712 -18.06600 0.000
C 0.89075 -12.40020 -12.96701 -0.006
C 4.92355 -17.22857 -18.76029 0.012
H 6.66947 -10.47415 -13.93677 0.000
H 8.46812 -15.76625 -14.44821 0.000
H -4.10198 -16.01094 -17.10486 0.000
C -0.61671 -16.81835 -16.55356 0.009
C -2.97277 -15.85518 -17.18329 0.000
N 8.92015 -12.44998 -17.94510 0.000
H 3.72566 -11.90949 -12.58297 0.001
H 8.52536 -13.28347 -15.36042 0.000
C 5.79472 -14.35684 -15.21085 0.015
C 2.14530 -12.91913 -13.51829 0.022
C 0.33489 -14.04528 -14.32955 0.003
H 7.26129 -12.25464 -12.06988 0.000
H -1.77948 -11.88911 -12.40088 0.000
C 7.84912 -12.59628 -18.26964 0.000
C -0.21263 -11.22517 -17.12037 -0.002
H 5.78947 -13.39100 -18.41441 0.001
H 1.71738 -10.55816 -11.99227 0.000
C 8.84832 -14.86391 -13.90736 0.001
H 7.65702 -16.67884 -19.56130 0.000
C 7.95844 -18.13763 -17.88592 0.000
H -0.40063 -10.30149 -16.60127 0.000
H 1.45291 -11.01649 -9.78715 0.000
O 2.11594 -10.26181 -15.49545 0.017
C -2.12874 -17.04034 -16.47041 0.000
C 6.10548 -10.58427 -12.99573 0.000
H 5.79821 -18.57432 -20.18796 0.000
N 4.40968 -14.27332 -14.86350 0.017
N 1.69833 -13.89306 -14.58465 0.070
H -1.47245 -14.94354 -14.98047 0.004
C -0.19023 -18.76797 -18.29670 0.003
H 5.02582 -10.50497 -13.34767 0.000
H 8.65853 -14.99551 -12.81918 0.000
H -3.39415 -11.91728 -13.76844 0.000
H -2.83809 -14.85816 -16.80801 0.000
C 5.48709 -15.78158 -17.11817 0.014
C 5.98426 -16.60050 -18.12186 0.007
C 2.08955 -11.35384 -16.02155 0.012
H 8.99831 -18.30748 -18.02729 0.000
C 1.44274 -16.94203 -17.42618 0.016
H -2.85809 -15.84653 -18.28059 0.000
C -0.49766 -12.92280 -18.85410 -0.004
C -1.56961 -12.71858 -13.15109 0.000
C 0.97103 -11.34165 -11.75070 0.000
N 4.13062 -15.76023 -17.15853 0.000
H 4.09937 -18.76220 -20.11677 0.000
H 7.75486 -18.20353 -16.81012 0.000
H 0.39389 -12.34068 -9.91540 0.000
H 5.59892 -12.23958 -11.49378 0.000
C 3.80159 -16.74042 -18.10985 0.008
H -2.44265 -17.02038 -15.39978 0.000
C 4.59348 -17.12077 -21.33129 0.001
H 6.52169 -12.64249 -19.79976 0.000
H 2.23220 -18.06019 -18.96167 0.000
C 5.83632 -13.03077 -13.43893 0.004
H -1.25618 -18.86357 -18.13637 0.000
O 3.11926 -12.13563 -16.22673 0.049
C 7.49610 -16.87636 -18.51611 0.000
H -2.01309 -11.26780 -14.62641 0.000
C 0.15978 -15.88542 -15.94019 0.023
C 4.43508 -13.41917 -13.80813 0.021
H 0.24429 -20.41315 -17.01928 0.000
C 1.59511 -14.43359 -19.08623 0.009
C 6.25526 -12.04399 -12.41283 0.000
C 6.46421 -12.60482 -18.78760 0.000
C -0.09749 -13.05746 -13.45376 -0.002
O -2.11376 -11.08966 -18.57722 0.004
H -2.17388 -13.54896 -12.83867 0.000
H 6.43977 -10.45150 -18.56013 0.000
H 8.51773 -12.73022 -13.73073 0.000
C 0.64774 -13.51100 -18.37800 0.008
C 2.52817 -17.23447 -18.24264 -0.020
C 1.27509 -11.91719 -10.39350 0.000
C 0.50375 -20.11498 -18.03621 0.001
C -0.37823 -15.02405 -14.93737 0.057
H 5.49496 -11.32420 -17.24476 0.000
H -0.90554 -13.07693 -19.80001 0.000
H 1.59492 -20.06618 -18.19301 0.000
C 4.92094 -17.99117 -20.05015 0.001
C 6.28656 -15.12165 -16.18722 -0.015
H -0.13083 -18.56245 -19.37914 0.001
N 1.22457 -13.08864 -17.26106 0.001
C -2.45720 -12.18409 -14.33472 0.000
H 2.11607 -12.62912 -10.26307 0.000
H 5.42344 -16.42837 -21.48904 0.000
C 0.22047 -17.53033 -17.48835 0.022
N 1.46412 -15.85483 -16.48305 0.032
H -2.38183 -18.00540 -16.83442 0.000
H -2.49299 -11.48924 -19.39550 0.000
H 0.05569 -10.71110 -11.82486 0.000
C 8.14718 -13.54115 -14.34030 0.001
O 1.46494 -15.00967 -20.15318 0.019
H 7.31280 -15.19032 -16.21602 -0.001
H 4.57326 -17.79694 -22.22988 0.000
H 4.83432 -11.03034 -18.76333 0.000
H -2.64978 -12.83152 -15.21072 0.000
H 7.51934 -19.02295 -18.41210 0.000
```

Calculated values
LUMO level (alpha / beta) (eV): -1.269 / -1.363
Electronic energy (eV): -69549.1919
F_max (Eh/bohr): 0.13694
Kohn-Sham gap (alpha / beta) (eV): 4.884 / 5.674
Spin multiplicity: 3